Arrangement 1

The following is a quantum chemistry calculation of a 2-piece molecular cluster, CH4NO3 overall, from OMol25.

**2S+1**: 1
**HOMO energy**: -1.737 eV
**Orbital gap**: 6.142 eV
**Charge**: -1

Each line ends with the Mulliken charge.
Geometry (Å):
C  -1.66  0.35  -0.02  -0.058
N  1.40  0.12  0.45  -0.326
O  1.58  -1.30  -0.20  -0.462
O  -1.55  -0.85  0.09  -0.507
O  0.73  1.01  -0.26  -0.610
H  -1.76  0.77  -0.96  0.211
H  -1.78  0.94  0.83  0.233
H  2.35  0.28  0.56  0.220
H  0.70  -1.32  -0.49  0.298

=====

Arrangement 2

The following is a quantum chemistry calculation of a 2-piece molecular cluster, CH4NO3 overall, from OMol25.

**2S+1**: 1
**HOMO energy (spin up / spin down)**: -1.719 / -2.420 eV
**Orbital gap (spin up / spin down)**: 5.415 / 6.610 eV
**Charge**: -1

Each line ends with the Mulliken charge.
Geometry (Å):
C  0.19  -1.41  -0.30  -0.693
N  -0.48  -0.44  0.52  0.041
O  -1.48  0.14  -0.02  -0.447
O  0.19  2.63  0.19  -0.430
O  1.24  1.86  0.87  -0.649
H  -0.41  -1.33  -1.21  0.348
H  1.15  -0.98  -0.44  0.264
H  0.17  -2.46  0.08  0.223
H  -0.57  2.00  0.31  0.345

=====

Energy ordering: arrangement 1 at the bottom, the next structure 207.1 kJ/mol above.

=====

Arrangement 1

The following is a quantum chemistry calculation of an isolated molecule of C3H5ClN2, from OMol25.

**2S+1**: 1
**HOMO energy**: -8.750 eV
**Orbital gap**: 9.209 eV
**SMILES string**: [H]/N=C\N/C=C\Cl

Each line ends with the Mulliken charge.
Geometry (Å):
H  0.04  -1.66  -0.86  0.197
N  -1.13  -1.65  -0.62  -0.650
C  -1.33  -0.73  0.24  0.174
N  -0.71  0.37  0.41  -0.320
C  0.35  1.08  -0.17  -0.072
C  1.60  0.48  -0.38  -0.367
Cl  1.89  -1.14  0.30  -0.187
H  -2.24  -0.76  0.90  0.301
H  -1.02  0.77  1.47  0.275
H  0.16  2.21  -0.33  0.313
H  2.40  1.02  -0.96  0.335

=====

Arrangement 2

The following is a quantum chemistry calculation of an isolated molecule of C3H5ClN2, from OMol25.

**2S+1**: 1
**HOMO energy**: -8.307 eV
**Orbital gap**: 9.117 eV
**SMILES string**: [H]/N=C/N/C=C\Cl

Each line ends with the Mulliken charge.
Geometry (Å):
H  -3.16  -1.30  0.34  0.256
N  -2.05  -1.34  -0.18  -0.596
C  -1.54  -0.15  0.01  -0.033
N  -0.12  -0.14  -0.17  -0.196
C  0.82  0.72  -0.18  0.115
C  2.04  0.46  -0.09  -0.280
Cl  2.65  -1.13  -0.04  -0.210
H  -1.85  0.86  0.30  0.271
H  0.07  -1.06  -0.06  0.230
H  0.38  1.77  0.06  0.136
H  2.77  1.31  0.01  0.307

=====

Energy ordering: arrangement 2 at the bottom, the next structure 25.1 kJ/mol above.

=====

Arrangement 1

The following is a quantum chemistry calculation of a 4-piece molecular cluster, H7O3S overall, from OMol25.

**2S+1**: 1
**HOMO energy**: -3.819 eV
**Orbital gap**: 7.826 eV
**Charge**: -1

Each line ends with the Mulliken charge.
Geometry (Å):
S  0.95  1.32  -1.28  -0.891
H  1.80  1.95  -0.46  0.045
H  -0.82  -1.29  -0.87  0.302
H  -1.22  -0.52  0.34  0.418
O  -1.27  -1.44  -0.02  -0.762
H  -1.92  1.75  0.78  0.289
H  -0.47  1.37  0.30  0.281
O  -1.19  1.16  0.96  -0.689
H  0.75  -1.74  0.38  0.398
H  1.69  -0.87  -0.33  0.273
O  1.70  -1.69  0.20  -0.664

=====

Arrangement 2

The following is a quantum chemistry calculation of a 4-piece molecular cluster, H7O3S overall, from OMol25.

**2S+1**: 1
**HOMO energy**: -3.674 eV
**Orbital gap**: 7.623 eV
**Charge**: -1

Each line ends with the Mulliken charge.
Geometry (Å):
S  -1.47  -0.77  -0.20  -0.830
H  -0.88  -1.44  1.03  0.026
H  0.95  -0.01  1.30  0.314
H  -0.17  0.67  2.03  0.336
O  0.76  0.42  2.11  -0.633
H  2.11  -1.96  -0.80  0.225
H  0.60  -1.26  -0.40  0.199
O  1.60  -1.18  -0.63  -0.611
H  0.89  1.84  -1.48  0.298
H  -0.58  1.80  -1.03  0.297
O  0.21  2.34  -1.16  -0.620

=====

Energy ordering: arrangement 1 at the bottom, the next structure 94.1 kJ/mol above.

=====

Arrangement 1

The following is a quantum chemistry calculation of C28H50GeIrNO6SSi3 as an isolated structure, from OMol25.

**2S+1**: 2
**HOMO energy (spin up / spin down)**: -14.583 / -14.546 eV
**Orbital gap (spin up / spin down)**: 3.968 / 3.864 eV
**Charge**: +3

Each line ends with the Mulliken charge.
Geometry (Å):
Ir  1.20  -0.25  0.04  2.801
O  -3.23  -0.20  -0.39  -0.239
C  -1.95  -0.16  0.04  -0.439
O  -1.10  0.53  -0.71  -0.713
C  -1.60  -0.69  1.28  0.375
C  -2.56  -1.29  2.15  -1.027
C  -2.15  -1.77  3.36  -1.274
C  -0.79  -1.68  3.73  -0.970
C  0.10  -1.12  2.83  1.116
N  -0.28  -0.63  1.64  0.247
C  1.57  -1.02  3.06  0.294
O  2.07  -1.29  4.24  -0.457
O  2.32  -0.68  2.15  -0.460
H  -3.28  -0.54  -1.29  0.443
H  -3.58  -1.34  1.82  0.637
H  -2.86  -2.23  4.03  0.543
H  -0.49  -2.07  4.68  0.427
H  1.43  -1.52  4.93  0.336
C  -4.18  4.54  -2.08  -1.008
Si  -4.28  2.65  -1.92  0.519
C  -5.51  2.03  -0.62  -0.997
C  -4.07  1.61  -3.52  -0.979
Ge  -1.61  2.43  -0.97  0.052
Si  0.16  2.57  -3.11  0.112
C  -0.58  4.06  -4.05  -1.080
C  0.30  0.89  -3.96  -0.715
C  1.67  2.95  -2.02  -0.436
Si  -0.66  3.27  1.35  0.299
C  -1.92  2.61  2.61  -0.747
C  1.12  2.59  1.57  0.134
C  -0.70  5.16  1.10  -1.187
H  -5.05  4.90  -2.61  0.423
H  -3.30  4.89  -2.63  0.260
H  -4.18  5.02  -1.11  0.325
H  -6.52  2.29  -0.95  0.445
H  -5.37  2.51  0.34  0.315
H  -5.48  0.96  -0.47  0.256
H  -4.78  0.78  -3.53  0.408
H  -3.07  1.20  -3.63  0.119
H  -4.28  2.22  -4.39  0.424
H  -1.50  3.81  -4.58  0.345
H  0.14  4.40  -4.80  0.448
H  -0.77  4.91  -3.39  0.317
H  -0.58  0.64  -4.56  0.393
H  0.45  0.10  -3.23  -0.055
H  1.15  0.89  -4.64  0.452
H  1.53  3.81  -1.38  0.289
H  2.54  3.15  -2.64  0.584
H  1.90  2.08  -1.40  -0.408
H  -1.82  1.53  2.77  -0.005
H  -2.94  2.81  2.31  0.295
H  -1.78  3.09  3.58  0.554
H  1.27  1.63  1.04  -0.903
H  1.33  2.42  2.62  0.470
H  1.86  3.30  1.20  0.528
H  -1.71  5.53  1.00  0.351
H  -0.13  5.49  0.23  0.358
H  -0.27  5.65  1.97  0.416
C  1.15  -5.66  4.09  -1.531
C  1.16  -5.00  2.76  0.385
C  2.34  -4.84  2.04  -0.972
C  2.37  -4.21  0.81  0.971
C  3.67  -4.04  0.09  -1.782
C  1.16  -3.69  0.28  1.060
C  1.24  -2.88  -0.90  -1.073
O  0.50  -1.91  -1.16  -0.684
C  -0.07  -3.95  0.95  1.172
C  -1.38  -3.74  0.26  -1.692
C  -0.04  -4.58  2.18  -0.555
H  2.16  -5.90  4.43  0.395
H  0.57  -6.58  4.06  0.378
H  0.66  -5.03  4.83  0.321
H  3.26  -5.22  2.46  0.427
H  4.50  -4.36  0.71  0.429
H  3.83  -3.00  -0.20  0.141
H  3.67  -4.65  -0.81  0.430
H  2.05  -3.11  -1.60  0.506
H  -1.36  -2.86  -0.38  0.242
H  -2.20  -3.67  0.97  0.370
H  -1.57  -4.61  -0.37  0.499
H  -0.97  -4.79  2.68  0.597
C  4.88  -0.35  -3.09  -1.003
S  4.28  0.63  -1.67  0.344
C  5.54  0.13  -0.46  -0.982
O  3.01  -0.10  -1.26  -0.591
H  5.02  -1.39  -2.82  0.322
H  5.82  0.08  -3.43  0.478
H  4.14  -0.27  -3.87  0.312
H  6.47  0.62  -0.72  0.448
H  5.67  -0.95  -0.44  0.290
H  5.21  0.48  0.52  0.338

=====

Arrangement 2

The following is a quantum chemistry calculation of C28H50GeIrNO6SSi3 as an isolated structure, from OMol25.

**2S+1**: 2
**HOMO energy (spin up / spin down)**: -14.758 / -14.744 eV
**Orbital gap (spin up / spin down)**: 5.312 / 5.394 eV
**Charge**: +3

Each line ends with the Mulliken charge.
Geometry (Å):
Ir  0.57  -0.63  0.02  2.220
O  -0.44  -4.73  -0.54  -0.434
C  -0.27  -3.46  -0.31  0.304
O  0.83  -2.93  -0.23  -0.499
C  -1.51  -2.68  -0.15  0.386
C  -2.74  -3.31  0.02  -0.542
C  -3.87  -2.52  0.16  -1.035
C  -3.73  -1.15  0.12  -0.988
C  -2.47  -0.57  -0.07  1.169
N  -1.35  -1.35  -0.19  0.097
C  -2.26  0.85  -0.19  -0.293
O  -3.24  1.73  -0.06  -0.234
O  -1.15  1.32  -0.43  -0.547
H  0.40  -5.22  -0.65  0.401
H  -2.79  -4.39  0.03  0.574
H  -4.85  -2.97  0.29  0.538
H  -4.61  -0.53  0.20  0.345
H  -4.12  1.34  -0.03  0.232
C  3.61  5.33  0.17  -1.154
Si  3.50  3.46  0.21  0.590
C  4.24  2.70  1.76  -0.304
C  3.92  2.61  -1.42  -0.766
Ge  0.72  2.26  0.16  0.468
Si  -0.36  3.84  2.14  0.288
C  0.02  5.57  1.49  -0.847
C  -2.21  3.52  2.20  -0.766
C  0.62  3.40  3.68  -0.400
Si  -0.25  3.44  -2.24  0.477
C  0.83  4.99  -2.21  -0.848
C  0.37  2.07  -3.37  -0.914
C  -2.07  3.87  -2.27  -1.010
H  4.67  5.59  0.11  0.432
H  3.23  5.79  1.08  0.365
H  3.11  5.78  -0.68  0.353
H  5.28  2.41  1.57  0.530
H  3.70  1.81  2.07  -0.515
H  4.25  3.41  2.58  0.446
H  5.00  2.39  -1.45  0.556
H  3.71  3.24  -2.28  0.405
H  3.38  1.67  -1.53  -0.010
H  -0.60  5.83  0.63  0.270
H  1.06  5.73  1.23  0.090
H  -0.24  6.27  2.29  0.466
H  -2.68  3.72  1.24  0.157
H  -2.66  4.19  2.94  0.494
H  -2.44  2.50  2.49  0.095
H  1.69  3.56  3.56  0.192
H  0.46  2.37  3.99  -0.227
H  0.28  4.04  4.50  0.547
H  1.89  4.75  -2.26  0.092
H  0.66  5.62  -1.35  0.241
H  0.59  5.58  -3.10  0.527
H  1.45  2.13  -3.51  0.264
H  -0.09  2.16  -4.36  0.476
H  0.12  1.09  -2.97  0.147
H  -2.38  4.46  -1.41  0.313
H  -2.70  2.98  -2.31  0.267
H  -2.28  4.46  -3.17  0.489
C  0.43  0.21  8.66  -1.442
C  0.24  0.01  7.20  0.424
C  1.31  0.15  6.31  -1.174
C  1.14  0.04  4.94  0.555
C  2.36  0.14  4.08  -0.520
C  -0.16  -0.26  4.43  0.484
C  -0.47  -0.28  3.04  -0.445
O  0.16  0.28  2.11  -0.334
C  -1.23  -0.50  5.34  1.142
C  -2.61  -0.88  4.87  -1.675
C  -1.01  -0.34  6.69  -1.028
H  1.47  0.42  8.91  0.385
H  0.10  -0.66  9.23  0.385
H  -0.19  1.05  9.00  0.360
H  2.30  0.34  6.70  0.429
H  3.12  0.73  4.57  0.493
H  2.15  0.56  3.10  -0.617
H  2.78  -0.87  3.94  0.451
H  -1.40  -0.79  2.77  0.288
H  -3.05  -0.11  4.25  0.301
H  -3.26  -1.05  5.72  0.408
H  -2.58  -1.81  4.29  0.356
H  -1.83  -0.49  7.38  0.442
C  4.77  -1.26  -0.63  -1.082
S  3.84  -0.70  0.80  0.659
C  3.31  -2.32  1.37  -1.114
O  2.62  0.02  0.20  -1.361
H  4.15  -1.91  -1.24  0.331
H  5.65  -1.80  -0.29  0.480
H  5.08  -0.39  -1.21  0.324
H  4.13  -2.76  1.94  0.552
H  3.06  -2.96  0.52  0.370
H  2.45  -2.21  2.01  0.206

=====

Energy ordering: arrangement 2 at the bottom, the next structure 49.9 kJ/mol above.

=====

Arrangement 1

The following is a quantum chemistry calculation of a 4-piece molecular cluster, H6IO3 overall, from OMol25.

**2S+1**: 1
**HOMO energy**: -4.132 eV
**Orbital gap**: 7.715 eV
**Charge**: -1

Each line ends with the Mulliken charge.
Geometry (Å):
I  0.33  -1.10  -0.23  -0.818
O  2.50  1.59  -1.38  -0.636
H  2.19  1.95  -0.54  0.318
H  2.21  0.70  -1.51  0.270
O  -1.98  0.71  -2.30  -0.575
H  -2.90  0.52  -2.33  0.272
H  -1.69  0.29  -1.54  0.234
O  -0.61  -1.59  3.35  -0.621
H  0.14  -1.32  3.94  0.294
H  -0.18  -1.75  2.53  0.262

=====

Arrangement 2

The following is a quantum chemistry calculation of a 4-piece molecular cluster, H6IO3 overall, from OMol25.

**2S+1**: 1
**HOMO energy**: -4.368 eV
**Orbital gap**: 7.978 eV
**Charge**: -1

Each line ends with the Mulliken charge.
Geometry (Å):
I  0.43  2.07  -0.17  -0.774
O  1.92  -0.92  1.59  -0.643
H  1.54  -0.25  1.02  0.274
H  2.02  -0.48  2.43  0.306
O  0.08  -0.70  -2.35  -0.649
H  0.99  -0.51  -2.57  0.334
H  -0.10  -0.17  -1.57  0.210
O  -2.62  0.39  0.73  -0.629
H  -2.17  -0.45  0.64  0.319
H  -2.08  1.01  0.24  0.253

=====

Energy ordering: arrangement 2 at the bottom, the next structure 32.1 kJ/mol above.

=====

Arrangement 1

The following is a quantum chemistry calculation of a 2-piece molecular cluster, C3H10N2 overall, from OMol25.

**2S+1**: 2
**HOMO energy (spin up / spin down)**: -14.095 / -14.057 eV
**Orbital gap (spin up / spin down)**: 10.590 / 4.581 eV
**Charge**: +1

Each line ends with the Mulliken charge.
Geometry (Å):
C  -2.70  -0.29  0.12  -0.248
N  -2.22  0.88  -0.08  -0.494
H  -3.02  -0.75  -0.85  0.260
H  -2.98  -0.82  1.09  0.271
H  -2.21  1.40  0.76  0.246
C  2.07  -1.19  -0.71  -1.071
C  1.53  0.27  -0.42  -0.328
N  1.13  0.46  1.08  -0.166
H  2.57  -1.68  0.11  0.358
H  2.64  -1.28  -1.62  0.356
H  1.23  -1.73  -1.14  0.338
H  0.69  0.55  -1.04  0.383
H  2.24  0.97  -0.63  0.426
H  0.27  -0.17  1.21  0.325
H  0.81  1.38  1.16  0.343

=====

Arrangement 2

The following is a quantum chemistry calculation of a 2-piece molecular cluster, C3H10N2 overall, from OMol25.

**2S+1**: 2
**HOMO energy (spin up / spin down)**: -12.095 / -12.095 eV
**Orbital gap (spin up / spin down)**: 8.397 / 3.362 eV
**Charge**: +1

Each line ends with the Mulliken charge.
Geometry (Å):
C  -3.51  -1.78  -1.43  -0.481
C  -2.99  -0.96  -2.35  -0.436
H  -3.41  -1.72  -0.35  0.202
H  -4.03  -2.70  -1.69  0.208
H  -2.79  0.05  -2.03  0.270
H  -2.90  -1.47  -3.30  0.239
N  3.36  0.56  1.22  -0.306
C  2.35  1.60  1.09  -0.269
N  1.03  0.95  1.19  -0.255
H  3.06  -0.40  1.02  0.284
H  3.69  0.55  2.18  0.313
H  2.46  2.29  1.91  0.350
H  2.28  2.04  0.10  0.299
H  0.84  0.38  0.39  0.300
H  0.57  0.61  2.04  0.282

=====

Energy ordering: arrangement 2 at the bottom, the next structure 74.1 kJ/mol above.